No. 1
{"formula": "C45H59BaN3O7Si4", "method": "ωB97M-V/def2-TZVPD", "elements": ["Ba", "C", "C", "C", "O", "C", "C", "O", "C", "O", "C", "C", "C", "C", "C", "C", "C", "C", "C", "C", "C", "C", "C", "O", "C", "C", "C", "C", "C", "C", "C", "C", "C", "C", "C", "C", "H", "H", "H", "H", "H", "H", "H", "H", "H", "H", "H", "H", "H", "H", "H", "H", "H", "H", "H", "H", "H", "H", "H", "H", "H", "H", "H", "H", "N", "C", "O", "N", "C", "Si", "C", "C", "Si", "Si", "C", "C", "C", "Si", "C", "C", "C", "H", "H", "H", "H", "H", "H", "H", "H", "H", "H", "H", "H", "H", "H", "H", "H", "H", "H", "H", "H", "H", "H", "H", "H", "H", "H", "H", "O", "C", "C", "C", "C", "O", "N", "H", "H", "H", "H"], "xyz": [[0.191, 0.463, 0.415], [2.023, -2.918, 4.547], [1.290, -2.059, 3.529], [-0.167, -2.474, 3.348], [1.990, -2.118, 2.321], [1.411, -0.952, 1.624], [1.053, 0.000, 2.649], [1.314, -0.730, 3.945], [-0.347, 0.504, 2.563], [-1.137, -0.215, 1.770], [-0.090, 1.896, 2.167], [-0.858, 2.913, 2.669], [-0.339, 4.192, 2.700], [0.917, 4.432, 2.175], [1.618, 3.412, 1.551], [1.098, 2.153, 1.552], [-0.734, 0.628, 4.004], [0.099, 1.390, 4.816], [-0.142, 1.474, 6.163], [-1.221, 0.797, 6.712], [-2.048, 0.040, 5.902], [-1.810, -0.039, 4.542], [2.346, -0.499, 0.550], [1.781, -0.062, -0.602], [3.262, 0.504, 1.137], [3.677, 0.366, 2.456], [4.390, 1.371, 3.071], [4.842, 2.444, 2.317], [4.559, 2.504, 0.960], [3.743, 1.554, 0.377], [3.130, -1.766, 0.203], [4.500, -1.881, 0.353], [5.149, -3.037, -0.045], [4.424, -4.091, -0.569], [3.049, -3.984, -0.709], [2.405, -2.821, -0.338], [1.938, -3.966, 4.263], [1.599, -2.746, 5.534], [3.076, -2.623, 4.539], [-0.239, -3.422, 2.825], [-0.715, -1.718, 2.766], [-0.635, -2.516, 4.329], [0.466, -1.309, 1.276], [1.733, 0.848, 2.839], [-1.801, 2.663, 3.141], [-0.889, 4.986, 3.189], [1.365, 5.416, 2.263], [2.593, 3.592, 1.125], [1.678, 1.321, 1.237], [0.965, 1.908, 4.381], [0.515, 2.073, 6.785], [-1.408, 0.864, 7.780], [-2.888, -0.492, 6.332], [-2.438, -0.609, 3.870], [3.350, -0.498, 3.031], [4.574, 1.315, 4.141], [5.421, 3.229, 2.793], [4.920, 3.332, 0.362], [3.386, 1.640, -0.640], [5.066, -1.059, 0.779], [6.225, -3.117, 0.056], [4.935, -4.991, -0.883], [2.479, -4.810, -1.112], [1.335, -2.720, -0.465], [-1.206, 3.839, -0.367], [-0.989, 2.717, -0.536], [-1.086, -2.542, 0.326], [-1.839, -1.949, -0.385], [2.164, -1.369, -3.667], [0.967, 0.112, -4.033], [1.919, 1.712, -3.494], [1.210, 0.190, -6.040], [-0.821, 0.131, -1.925], [-1.911, -1.834, -3.392], [-2.108, -2.145, -5.375], [-0.965, -3.507, -2.987], [-3.802, -2.135, -2.938], [-2.141, 1.527, -3.622], [-2.699, 1.246, -5.572], [-3.844, 2.069, -2.832], [-1.228, 3.256, -3.868], [3.168, -1.255, -4.065], [1.788, -2.332, -3.985], [2.220, -1.375, -2.585], [2.955, 1.477, -3.278], [1.425, 2.011, -2.566], [1.901, 2.533, -4.200], [2.245, 0.412, -6.292], [0.588, 0.961, -6.475], [0.956, -0.749, -6.516], [-1.251, -1.736, -5.891], [-2.986, -1.644, -5.757], [-2.187, -3.195, -5.634], [-0.096, -3.629, -3.620], [-1.569, -4.402, -3.074], [-0.615, -3.433, -1.966], [-4.342, -1.214, -3.109], [-3.870, -2.364, -1.886], [-4.295, -2.927, -3.488], [-3.597, 0.649, -5.638], [-1.916, 0.718, -6.093], [-2.882, 2.183, -6.084], [-4.478, 1.214, -2.636], [-4.422, 2.795, -3.391], [-3.576, 2.504, -1.873], [-0.449, 3.209, -4.614], [-0.777, 3.457, -2.901], [-1.888, 4.081, -4.110], [-4.534, 2.586, 0.399], [-4.585, 1.385, 0.318], [-5.910, 0.595, 0.530], [-5.446, -0.843, 0.590], [-3.928, -0.690, 0.321], [-3.246, -1.761, 0.375], [-3.547, 0.524, 0.083], [-6.558, 0.800, -0.320], [-6.402, 0.947, 1.434], [-5.857, -1.465, -0.205], [-5.631, -1.327, 1.548]], "homo_ev": -1.73, "charge": -2, "orbital_gap_ev": 5.0}

No. 2
{"formula": "C11H11ClN2O2S2Se2TaTe2", "method": "ωB97M-V/def2-TZVPD", "elements": ["Ta", "Se", "Te", "Te", "Se", "O", "C", "C", "C", "C", "C", "C", "C", "O", "N", "N", "C", "S", "C", "C", "S", "H", "H", "H", "H", "H", "H", "H", "H", "H", "Cl", "C", "H", "H"], "xyz": [[1.050, -1.470, 1.437], [3.779, -5.297, 2.795], [4.678, -3.336, 3.802], [3.969, -1.367, 1.895], [2.720, -2.863, 0.305], [-0.884, 2.755, -1.830], [0.393, 3.035, -1.520], [0.931, 4.210, -2.043], [2.234, 4.559, -1.768], [3.041, 3.751, -0.963], [2.518, 2.593, -0.440], [1.192, 2.214, -0.706], [0.680, 0.982, -0.137], [1.487, 0.257, 0.647], [-0.505, 0.527, -0.370], [-0.720, -0.725, 0.242], [-1.934, -1.142, -0.035], [-2.995, -0.154, -0.975], [-4.450, -1.210, -0.753], [-3.977, -2.644, -0.686], [-2.553, -2.689, 0.436], [-1.135, 1.909, -1.419], [0.298, 4.827, -2.666], [2.635, 5.474, -2.184], [4.063, 4.033, -0.754], [3.125, 1.954, 0.186], [-5.104, -1.045, -1.609], [-4.968, -0.911, 0.157], [-3.661, -3.014, -1.660], [-4.734, -3.309, -0.272], [1.046, -2.908, 3.506], [-0.399, -2.793, 2.382], [-1.208, -2.415, 3.002], [-0.612, -3.784, 1.998]], "homo_ev": [-9.35, -9.35], "charge": 1, "orbital_gap_ev": [3.7, 3.7]}

Which energy relative to the best compared isomer or geometry (same formula, charge and spin) belongs to each record? In order, 581.45; 68.65 kcal/mol.